Record 1
Entry from the Open Molecules 2025 dataset: a molecular structure, C10H14MgN2P at a distorted geometry (wB97M-V/def2-TZVPD).

The geometry in XYZ format:
```
28
C10H14MgN2P | the Open Molecules 2025 dataset | wB97M-V/def2-TZVPD
C 0.7904 1.2222 -1.8087
C 0.1383 0.7208 -2.9828
C -0.5309 -0.4822 -3.2938
C -0.3110 -1.7908 -2.6717
C 0.7459 -1.8872 -1.8119
Mg -0.4361 -0.3588 -1.1081
P 0.1663 2.4555 -0.6505
H 1.9333 1.0871 -1.7989
H 0.1308 1.4391 -3.8111
H -1.2632 -0.4742 -4.1307
H 1.2440 -2.8153 -1.4788
H -0.9928 -2.6276 -2.9714
H -0.8958 2.8859 0.2173
H 0.4041 3.6324 -1.3514
H 1.1853 2.5733 0.2895
N 1.6222 -1.0683 0.9872
C 0.4883 -0.7074 1.6422
C 0.4383 -0.8387 3.0526
C -0.6700 -0.3994 3.7642
C -1.6611 0.2553 3.0162
C -1.5713 0.3426 1.6355
N -0.5357 -0.1622 0.9311
H 1.6672 -1.0319 -0.0347
H 2.2593 -1.6865 1.4761
H 1.2779 -1.3265 3.5591
H -0.7829 -0.5018 4.8524
H -2.5525 0.6830 3.4845
H -2.2886 0.8618 0.9969
```

Computed properties:
Lowest unoccupied orbital energy (spin up / spin down) in eV: 3.04 / 2.83
2S+1: 1
Kohn-Sham gap (spin up / spin down) in eV: 4.4 / 3.3
Highest occupied orbital energy (spin up / spin down) in hartree: -0.049 / -0.018
Total charge: -1


Record 2
Entry from the Open Molecules 2025 dataset: C10H14N2O2 in the gas phase at a distorted geometry (wB97M-V/def2-TZVPD).

The geometry in XYZ format:
```
28
C10H14N2O2 | the Open Molecules 2025 dataset | wB97M-V/def2-TZVPD
C -1.8453 -0.6376 0.6048
C 1.2841 1.5725 2.1662
C 1.2205 -2.1371 -0.4863
C -0.9026 1.6132 -0.1629
C 1.8948 -0.8314 -0.0428
C -1.9727 0.5675 -0.1618
C -0.4204 -0.9835 0.5479
C 0.7061 0.0268 0.4824
C 2.6917 -0.1593 -1.1472
C -3.1433 0.6997 -1.0655
N -2.8323 -1.3913 0.9067
N 1.0065 0.3936 1.8440
O -0.0364 -2.1983 0.1798
O 0.4127 1.1072 -0.3727
H 1.5020 1.7645 3.2065
H 1.3380 2.4140 1.4736
H 1.0345 -2.1355 -1.5683
H 1.7853 -3.0323 -0.2190
H -1.0592 2.3282 -0.9750
H -0.9292 2.1601 0.7973
H 2.5417 -1.0331 0.8165
H 2.0430 0.1000 -1.9794
H 3.4744 -0.8297 -1.4955
H 3.1493 0.7532 -0.7753
H -3.4763 -0.2880 -1.3834
H -2.9251 1.3255 -1.9299
H -3.9786 1.1385 -0.5121
H -2.5629 -2.3072 1.2516
```

Computed properties:
Relative energy (zero: lowest compared OMol25 entry of this formula, charge and spin) in kJ/mol: 260.7
Lowest unoccupied orbital energy (spin up / spin down) in eV: 0.10 / 0.40
2S+1: 1
Kohn-Sham gap (spin up / spin down) in eV: 7.2 / 7.8
Highest occupied orbital energy (spin up / spin down) in hartree: -0.260 / -0.273


Record 3
Entry from the Open Molecules 2025 dataset: C10H14N2S in the gas phase at a distorted geometry (wB97M-V/def2-TZVPD).

The geometry in XYZ format:
```
27
C10H14N2S | the Open Molecules 2025 dataset | wB97M-V/def2-TZVPD
N 0.8081 -0.9688 -0.2450
C 2.0960 -0.3767 -0.1644
S 3.4679 -1.1655 0.2390
N 2.0533 0.8621 -0.7363
C 0.8805 1.7306 -0.6996
C 0.2983 2.0680 0.6805
C -1.2655 2.1166 0.6870
C -1.7974 0.7557 0.3035
C -1.7465 -0.3532 1.3164
C -2.0942 -1.6277 0.9786
C -2.5945 -1.8393 -0.3203
C -2.6690 -0.8246 -1.2591
C -2.2527 0.4267 -0.9239
H 0.0508 -0.8506 -0.9601
H 0.7873 -1.8889 0.1899
H 2.9611 1.2431 -0.7355
H 0.0980 1.3287 -1.2638
H 1.1505 2.5981 -1.3915
H 0.7706 3.0925 0.8689
H 0.6171 1.3878 1.5128
H -1.5769 2.8805 -0.0651
H -1.6646 2.4595 1.7117
H -1.5272 -0.1278 2.3740
H -2.0892 -2.4231 1.7041
H -2.8546 -2.9095 -0.5432
H -2.9779 -0.9650 -2.2725
H -2.3918 1.1131 -1.6760
```

Computed properties:
Relative energy (zero: lowest compared OMol25 entry of this formula, charge and spin) in kJ/mol: 132.8
Lowest unoccupied orbital energy in eV: 0.70
2S+1: 1
Kohn-Sham gap in eV: 8.8
Highest occupied orbital energy in hartree: -0.299


Record 4
Entry from the Open Molecules 2025 dataset: 2 unconnected molecules or ions with the total composition C10H14N3 at a distorted geometry (wB97M-V/def2-TZVPD).

The geometry in XYZ format:
```
27
C10H14N3 | the Open Molecules 2025 dataset | wB97M-V/def2-TZVPD
C 3.9523 -0.0590 0.5259
C 3.6041 0.9594 -0.3488
C 3.0190 -1.1223 0.7814
C 2.3037 1.1947 -0.9506
C 1.7303 -0.9637 0.2180
C 1.3809 0.1935 -0.4579
C 0.3857 -1.5778 0.0007
C -0.0436 -0.2100 -0.5950
C -3.8153 -1.3789 -0.0424
C -2.7436 0.7186 0.4585
N -1.6176 2.6675 1.3066
N -2.4665 1.8061 0.9285
N -3.5785 0.0718 -0.2807
H 4.9436 -0.2308 0.8246
H 4.3437 1.6595 -0.8140
H 3.2066 -1.9717 1.4041
H 2.0282 2.2823 -0.8206
H 0.2170 -2.3301 -0.7057
H -0.1183 -1.8451 0.9201
H -0.5990 0.4401 0.0374
H -4.2554 -1.8034 -0.9890
H -2.8752 -1.9032 0.3392
H -4.7166 -1.4376 0.6421
H -0.6113 -0.2570 -1.5543
H -1.9551 3.2433 2.0425
H -4.2718 0.5955 -0.8039
H 2.5527 1.2582 -2.0667
```

Computed properties:
Relative energy (zero: lowest compared OMol25 entry of this formula, charge and spin) in kJ/mol: 684.9
Lowest unoccupied orbital energy in eV: -5.81
2S+1: 1
Kohn-Sham gap in eV: 5.0
Highest occupied orbital energy in hartree: -0.397
Total charge: +1


Record 5
Entry from the Open Molecules 2025 dataset: 2 unconnected molecules or ions with the total composition C10H14NO3P at a distorted geometry (wB97M-V/def2-TZVPD).

The geometry in XYZ format:
```
29
C10H14NO3P | the Open Molecules 2025 dataset | wB97M-V/def2-TZVPD
C 0.3981 -2.8579 -0.3293
C -2.5748 0.3234 -2.8529
C 0.8443 -1.7930 -0.0433
C -2.4010 0.3553 -1.6528
C 2.3658 -0.5490 1.5870
C 2.4788 -0.2879 -0.9280
C -3.4827 -0.5357 0.3704
C -2.2524 1.5507 0.6116
C 1.5028 -0.5316 0.2321
C -2.6332 0.3848 -0.2342
N 0.4715 0.5299 0.3110
O 0.2110 3.1319 0.9115
O 1.0275 2.3818 -1.4437
O 2.5631 2.2821 0.5593
P 1.1055 2.0914 0.2875
H -0.1646 -3.7276 -0.5850
H -2.3647 0.3684 -3.9607
H 2.9950 -1.4509 1.6876
H 2.9764 0.3365 1.4252
H 1.5701 -0.4800 2.3805
H 3.2801 -0.9467 -0.6980
H 1.9870 -0.3247 -1.9931
H 2.9256 0.8009 -0.7516
H -3.9909 -1.1326 -0.2932
H -3.6693 -0.3770 1.4688
H 0.1842 1.9259 -1.5764
H -2.4605 1.3007 1.6809
H -1.2636 1.9308 0.5592
H -3.0698 2.4302 0.2556
```

Computed properties:
Relative energy (zero: lowest compared OMol25 entry of this formula, charge and spin) in kJ/mol: 307.2
Lowest unoccupied orbital energy in eV: 5.74
2S+1: 1
Kohn-Sham gap in eV: 5.3
Highest occupied orbital energy in hartree: 0.015
Total charge: -2


Record 6
Entry from the Open Molecules 2025 dataset: 2 unconnected molecules or ions with the total composition C10H14O at a distorted geometry (wB97M-V/def2-TZVPD).

The geometry in XYZ format:
```
25
C10H14O | the Open Molecules 2025 dataset | wB97M-V/def2-TZVPD
C 2.4184 -2.7713 -1.0285
C 1.8862 -1.7150 -0.7626
C 1.6003 -0.3579 -0.3091
C 1.8768 -0.0191 0.9187
C 2.1527 0.4717 2.0929
O 1.1584 0.4628 -1.3461
C 1.0939 1.8410 -0.9863
H 2.5826 -3.7517 -1.3198
H 3.1706 0.8097 2.3045
H 1.5158 0.6855 2.8968
H 2.0942 1.9484 -0.5376
H 0.3471 1.9951 -0.2546
H 0.8778 2.4170 -1.9881
C -1.1484 0.4027 1.2832
C -1.8271 -0.0231 0.2046
C -1.4705 -1.3917 -0.2731
C -2.8397 0.6759 -0.6500
H -0.6062 -0.2333 1.9448
H -1.4700 1.2815 1.7041
H -1.3687 -1.9565 0.6060
H -2.2403 -1.6029 -1.1026
H -0.5091 -1.5596 -0.8647
H -3.7789 0.0024 -0.6750
H -2.4351 0.6859 -1.6262
H -3.0809 1.7024 -0.2313
```

Computed properties:
Relative energy (zero: lowest compared OMol25 entry of this formula, charge and spin) in kJ/mol: 632.4
Lowest unoccupied orbital energy in eV: 0.91
2S+1: 1
Kohn-Sham gap in eV: 9.4
Highest occupied orbital energy in hartree: -0.312